1.
# C4H7N2O

A gas-phase ion, C4H7N2O (charge -1) in a non-equilibrium geometry (ωB97M-V with the def2-TZVPD basis set, OMol25).

Last column: Mulliken charge in e.
CARTESIAN COORDINATES (ANGSTROEM)
C (0.082, -0.651, 0.745)  0.2711
C (1.241, 0.495, -1.769)  -0.7333
C (-0.877, 0.965, -0.613)  -0.3786
C (0.038, -1.838, 1.691)  -1.2019
N (-1.008, -0.180, 0.225)  -0.5319
N (0.292, 1.328, -1.403)  0.5674
O (0.119, 2.561, -1.808)  -0.8055
H (2.139, 1.133, -2.230)  0.0776
H (1.093, -0.338, 0.438)  0.1481
H (-1.878, 1.052, -1.140)  0.3028
H (-1.157, 1.838, 0.060)  0.3049
H (-0.919, -2.155, 1.933)  0.3778
H (0.420, -1.503, 2.634)  0.2967
H (0.416, -2.707, 1.236)  0.3048

The calculation puts the calculated total energy at -9284.8999 eV. The net charge is -1. The HOMO energy is -2.68 eV. The value obtained for the HOMO-LUMO gap is 0.24177 Ha. The value obtained for the LUMO energy is 3.90 eV. The value obtained for the largest force on an atom is 3.64 eV/A. As for the relative energy (zero: lowest compared OMol25 entry of this formula, charge and spin): 56.7 kcal per mole.

***

2.
# C4H7N2O

A gas-phase ion, C4H7N2O (charge +1) in a non-equilibrium geometry (ωB97M-V with the def2-TZVPD basis set, OMol25).

Last column: Mulliken charge in e.
CARTESIAN COORDINATES (ANGSTROEM)
O (0.246, -2.204, 0.586)  -0.4813
C (-1.019, -1.520, 0.484)  -0.3712
C (-0.471, -0.062, -0.021)  0.4578
N (-0.722, 0.333, -1.197)  -0.4494
C (0.065, 1.438, -1.330)  -0.0920
N (0.743, 1.702, -0.292)  -0.0741
C (0.599, 0.687, 0.706)  -0.1173
H (0.486, -2.469, -0.251)  0.3265
H (-1.389, -1.206, 1.468)  0.2465
H (-1.910, -2.370, 0.191)  0.3116
H (-0.034, 1.875, -2.328)  0.4235
H (1.474, 2.425, -0.282)  0.2396
H (0.357, 1.261, 1.682)  0.2836
H (1.575, 0.112, 0.586)  0.2961

The calculation puts the calculated total energy at -9279.4795 eV. As for the SMILES: OCC1=[N+]=CNC1. The net charge is +1. The HOMO energy is -14.97 eV. The value obtained for the HOMO-LUMO gap is 0.35269 Ha. The value obtained for the LUMO energy is -5.37 eV. The value obtained for the largest force on an atom is 5.91 eV/A. As for the relative energy (zero: lowest compared OMol25 entry of this formula, charge and spin): 76.3 kcal per mole.

***

3.
# C4H7N2O

2 unconnected molecules or ions with the total composition C4H7N2O in a non-equilibrium geometry (ωB97M-V with the def2-TZVPD basis set, OMol25).

Last column: Mulliken charge in e.
CARTESIAN COORDINATES (ANGSTROEM)
C (0.476, 1.696, -0.978)  -0.1881
C (-1.927, 0.405, -0.163)  0.6091
C (-2.328, -0.922, -0.272)  -0.6778
C (2.179, -0.433, 0.979)  -0.6336
N (1.041, 0.759, -0.575)  0.4858
N (1.503, -0.258, -0.183)  -0.7857
O (-1.550, 1.476, -0.178)  -0.0806
H (0.592, 2.539, -1.631)  0.4186
H (-2.338, -1.203, -1.340)  0.3300
H (-3.247, -1.081, 0.367)  0.3411
H (-1.438, -1.535, 0.084)  0.3148
H (2.013, -1.413, 1.229)  0.2942
H (3.311, -0.222, 0.852)  0.2613
H (1.713, 0.191, 1.807)  0.3108

The calculation puts the calculated total energy at -9276.3084 eV. The net charge is +1. The HOMO energy (spin up / spin down) is -12.25 / -12.24 eV. The value obtained for the HOMO-LUMO gap (spin up / spin down) is 0.26286 / 0.26276 Ha. The value obtained for the LUMO energy (spin up / spin down) is -5.09 / -5.09 eV. The value obtained for the largest force on an atom is 4.77 eV/A. As for the relative energy (zero: lowest compared OMol25 entry of this formula, charge and spin): 149.5 kcal per mole.